DFT (ωB97M-V/def2-TZVPD) results for 2 unconnected molecules or ions with the total composition CH2BrO3S in a non-equilibrium geometry.

XYZ file:
```
8
Properties=species:S:1:pos:R:3:forces:R:3:mulliken_charge:R:1
C -1.0410 0.5115 -0.6724 1.141 0.638 0.634 -0.65
O 1.6729 0.7966 1.4734 0.121 -0.080 -0.466 -0.51
O 0.5505 -1.3365 1.7599 0.474 -0.197 -0.723 -0.48
O 1.9889 -0.9274 -0.2885 -0.877 0.282 1.178 -0.49
S 1.2037 -0.4214 0.8437 -1.351 0.545 -0.677 0.90
Br -2.5043 -0.6495 -1.1308 -0.021 -0.477 -0.051 -0.25
H -1.5667 1.4868 -0.5055 1.005 -0.754 0.146 0.23
H -0.3040 0.5397 -1.4797 -0.492 0.042 -0.041 0.26
```
Forces are in eV/Å.

Its net charge is -1. The maximum force is 1.61 eV Å⁻¹. As for the molar mass: 174.00 g/mol. The value obtained for the LUMO energy (alpha / beta) is 3.33 / 3.41 eV.